Record 1
# C20H40Cl12N4O12S2

10 unconnected molecules or ions with the total composition C20H40Cl12N4O12S2 at a distorted geometry (the ωB97M-V functional and the def2-TZVPD basis, the OMol25 dataset).

Structure (XYZ):
```
90
Properties=species:S:1:pos:R:3:forces:R:3:lowdin_charge:R:1
O -7.197915 1.052266 -2.989279 1.5 0.4 0.9 -0.24
S -6.270995 1.979966 -2.379159 -0.7 -0.5 0.8 0.69
O -6.427305 3.349186 -2.783469 1.1 -1.2 0.7 -0.22
O -6.304945 1.888326 -0.743479 -1.7 1.4 -0.6 -0.18
C -5.563245 0.834006 -0.209369 -0.2 -1.3 0.1 -0.20
C -4.461685 0.644656 -1.226489 1.2 -1.3 -0.1 -0.18
O -4.736945 1.424106 -2.382099 -1.2 1.1 -1.0 -0.19
H -5.318495 0.954176 0.845971 0.5 1.1 -0.2 0.13
H -6.103535 -0.107444 -0.110059 -0.7 0.1 -0.6 0.11
H -4.488465 -0.399304 -1.538789 0.3 0.0 0.0 0.13
H -3.450755 0.891066 -0.901829 -0.2 0.2 0.0 0.10
O -1.192425 -0.717514 -1.479829 -0.2 -0.5 3.0 -0.30
S -0.963815 -0.838984 -0.037149 0.8 0.4 -0.4 0.71
O -2.067125 -0.922354 0.946981 2.7 0.2 -2.5 -0.27
O 0.117605 -2.078984 0.190711 -0.8 0.9 -0.4 -0.23
C 1.371185 -1.626814 0.749771 -0.2 1.5 0.2 -0.16
C 1.446885 -0.109464 0.421271 0.3 0.4 0.0 -0.17
O 0.109775 0.363206 0.367701 -2.4 -1.3 0.3 -0.26
H 1.286485 -1.798124 1.822891 0.4 0.1 0.0 0.08
H 2.247855 -2.117704 0.327191 -0.5 -0.4 -0.2 0.11
H 1.900135 0.213896 -0.515799 0.2 -1.0 -0.4 0.08
H 1.956055 0.536336 1.136671 -0.1 -0.6 0.6 0.11
Cl 2.207645 -2.480354 -2.601789 -0.1 -0.5 -0.5 0.55
C 1.258335 -3.692254 -3.511019 -0.1 -0.5 -0.3 -1.50
Cl -0.458375 -3.384634 -3.332009 0.0 0.0 0.1 0.58
Cl 1.661755 -5.386394 -3.074689 0.0 0.6 0.2 0.51
H 1.467695 -3.659494 -4.580219 0.3 0.4 0.4 0.01
Cl 2.673195 1.613246 -2.880699 0.3 -0.3 -0.6 0.57
C 3.915795 0.792296 -3.854759 -0.1 0.5 -0.2 -1.47
Cl 5.048395 -0.042964 -2.769069 0.0 0.3 -0.4 0.51
Cl 4.693095 1.992246 -4.976469 -0.2 -0.8 0.8 0.52
H 3.464155 0.028856 -4.488219 0.0 0.3 0.2 -0.01
Cl -0.276515 -1.414654 4.222511 0.0 -1.0 -0.3 0.53
C -0.998615 -3.054684 4.010651 0.1 0.2 0.4 -1.47
Cl -2.012535 -3.425924 5.406041 0.0 0.0 0.1 0.52
Cl 0.225905 -4.380724 3.825051 -0.7 1.1 -0.2 0.50
H -1.700275 -2.987514 3.179231 0.6 -0.2 -0.2 0.00
Cl 1.227695 4.425416 -1.828249 0.3 0.7 -0.3 0.57
C 0.491085 3.210266 -0.832669 1.0 -0.6 -0.1 -1.64
Cl -0.912065 2.576256 -1.622699 -1.0 -0.1 -0.1 0.64
Cl 0.226955 3.802646 0.791381 -0.3 0.0 0.4 0.59
H 1.196395 2.381676 -0.768829 -0.1 0.3 0.2 -0.06
C -7.973605 -2.392444 4.393701 -0.7 0.1 0.7 -0.06
N -6.648165 -2.385574 3.836681 -0.6 -1.2 2.1 0.01
C -6.336775 -1.962874 2.643981 1.3 1.1 -3.5 -0.55
C -4.900655 -2.270664 2.179721 -0.5 0.1 0.4 0.01
O -7.069235 -1.362314 1.846841 0.1 -0.7 1.2 0.03
H -8.769365 -2.567844 3.669751 0.3 0.3 -0.3 0.09
H -8.158365 -1.471674 4.947011 -0.2 0.1 -0.2 0.09
H -8.070245 -3.208414 5.109921 0.2 0.0 0.0 0.08
H -5.935125 -2.789884 4.426771 0.0 0.1 -0.4 0.14
H -4.258995 -2.640064 2.979671 0.1 0.1 0.1 0.05
H -4.488725 -1.356844 1.751511 0.1 -0.2 0.0 0.06
H -4.945005 -3.049084 1.418021 -0.1 0.1 -0.1 0.09
C 3.272235 3.024686 3.861221 -0.7 -0.4 0.3 -0.08
N 3.581005 2.874966 2.457791 0.5 0.0 -0.5 0.02
C 3.749715 3.869396 1.549091 0.3 0.5 -1.7 -0.54
C 3.861775 5.284776 2.047331 0.2 1.3 0.3 -0.02
O 3.825465 3.684096 0.317611 -0.2 -0.6 1.8 -0.02
H 2.235955 3.346756 3.963751 0.0 0.5 0.2 0.08
H 3.947925 3.651766 4.442871 0.0 0.2 -0.4 0.08
H 3.274205 2.054736 4.358501 0.3 -0.2 -0.3 0.08
H 3.583145 1.942576 2.069531 0.0 -0.1 0.1 0.10
H 4.627345 5.498006 2.793351 -0.1 -0.7 0.4 0.08
H 2.927065 5.698776 2.425521 -0.2 -0.3 0.2 0.08
H 4.158515 5.985536 1.266951 -0.2 -0.5 -0.5 0.08
C 1.845565 1.394756 -7.596379 0.3 0.4 -0.3 -0.08
N 1.071515 0.662196 -6.611629 0.9 -1.4 0.0 0.00
C 0.087675 1.119336 -5.801119 -1.9 1.5 -0.8 -0.54
C -0.529565 0.247406 -4.725199 1.0 -0.1 0.6 -0.01
O -0.409385 2.224456 -6.008229 0.7 -0.4 0.3 0.04
H 2.497515 2.124206 -7.115799 -0.1 0.1 0.0 0.06
H 1.311495 1.890176 -8.407199 -0.7 0.1 0.5 0.08
H 2.481985 0.698026 -8.141959 0.1 -0.2 0.3 0.08
H 1.436245 -0.268914 -6.469779 -0.4 0.1 0.3 0.12
H -0.245505 0.672976 -3.762759 0.2 0.2 0.1 0.03
H -0.132855 -0.766854 -4.680509 -0.3 -0.2 -0.3 0.04
H -1.617615 0.288346 -4.674579 0.1 -0.1 -0.7 0.10
C 4.030445 -2.580304 4.286851 -0.4 -0.4 -0.1 -0.07
N 4.932885 -2.204864 3.218801 0.7 0.4 -0.6 0.01
C 4.678435 -1.094794 2.462231 1.2 -1.4 -0.1 -0.54
C 5.554465 -0.860654 1.226081 0.3 1.0 0.9 0.01
O 3.809185 -0.323794 2.784421 -1.2 1.0 0.0 0.04
H 4.237655 -3.571944 4.689101 0.2 -0.1 -0.4 0.09
H 3.051205 -2.598064 3.808441 -0.3 0.0 0.6 0.06
H 4.029625 -1.934674 5.165061 0.1 0.4 -0.3 0.09
H 5.711175 -2.781314 2.932361 -0.3 0.0 0.2 0.13
H 5.105005 -1.152724 0.276991 0.0 -0.2 0.2 0.06
H 6.587735 -1.189164 1.338001 -0.2 -0.7 -0.1 0.08
H 5.697015 0.219986 1.223821 -0.3 0.2 -0.3 0.08
```
Positions in Å, forces in eV/Å.

## Properties
HOMO (eV): -9.30
E_LUMO (eV): -0.08

***

Record 2
# CH12O4S2

6 unconnected molecules or ions with the total composition CH12O4S2 at a distorted geometry (the ωB97M-V functional and the def2-TZVPD basis, the OMol25 dataset).

Structure (XYZ):
```
19
Properties=species:S:1:pos:R:3:forces:R:3:nbo_charge:R:1
C 1.518052 0.135803 -1.448986 -0.2 -1.2 0.6 -0.83
S 2.298031 -0.030909 0.143490 -0.3 0.8 -1.2 0.15
S -1.878000 0.341548 -1.512527 0.4 0.5 -0.2 -0.20
H 0.913036 -0.747748 -1.622378 -0.1 -0.3 -0.1 0.24
H 2.299465 0.096587 -2.219240 0.0 0.5 -0.1 0.29
H 0.838858 0.996387 -1.659137 0.3 0.4 0.4 0.28
H -2.612669 1.366441 -2.034604 0.4 -0.4 0.1 0.12
H 2.508408 2.026657 1.400239 0.1 0.1 0.0 0.47
H 2.688763 3.094434 2.509334 0.0 -0.1 -0.1 0.47
O 2.051761 2.495972 2.106711 -0.2 0.1 0.2 -0.95
H 0.692157 -1.212921 0.669231 -0.8 -0.1 0.1 0.45
H 0.313725 -2.624927 0.873016 -0.6 0.1 0.0 0.47
O -0.122050 -1.772265 0.687914 1.1 -0.5 0.1 -0.95
H -1.522310 -2.532253 -0.419584 -0.3 -0.3 0.4 0.48
H -2.569930 -1.993431 -1.279682 -0.5 -0.4 0.0 0.46
O -2.419787 -2.769289 -0.716890 0.6 0.6 -0.4 -0.94
H -1.664037 0.986319 0.692156 0.1 0.2 0.6 0.47
H -1.493518 1.397002 2.213377 0.4 0.7 0.1 0.47
O -1.839948 0.746602 1.617563 -0.4 -0.7 -0.5 -0.95
```
Positions in Å, forces in eV/Å.

## Properties
HOMO (eV): -9.11
Relative energy (zero: lowest compared OMol25 entry of this formula, charge and spin) (kJ/mol): 587.7
E_LUMO (eV): -5.42

***

> What is the E_LUMO in the second record?

-5.42 eV

***

> What is the HOMO in the second record?

-9.11 eV

***

> The lowest E_LUMO belongs to which entry?

CH12O4S2